# C9H10N2

A single C9H10N2 molecule at a distorted geometry (the ωB97M-V functional and the def2-TZVPD basis, OMol25).

Structure (XYZ):
```
21
Properties=species:S:1:pos:R:3:forces:R:3
C -0.758 -1.744 1.820 2.50 -1.61 3.14
C -0.247 -0.727 0.916 0.43 -0.97 0.24
C 0.416 0.338 1.421 0.14 0.62 0.25
C 0.844 1.348 0.537 -0.81 -2.15 0.51
N 1.366 2.512 0.820 1.28 4.04 2.20
C 1.239 3.275 -0.223 0.38 0.56 0.14
N 0.711 2.569 -1.252 -0.24 -0.35 0.79
C 0.477 1.302 -0.783 -1.06 -0.93 -0.23
C -0.173 0.148 -1.220 0.32 1.61 -3.70
C -0.380 -0.931 -0.464 0.55 0.70 0.85
C -0.661 -2.163 -1.175 -1.30 -1.70 -1.55
H -0.414 -2.766 1.542 0.19 0.58 0.28
H -1.780 -1.873 1.850 -2.57 0.19 -0.15
H -0.438 -1.533 2.938 -0.52 -0.53 -2.21
H 0.483 0.417 2.504 0.29 0.29 -0.28
H 1.412 4.376 -0.318 0.21 -1.33 0.22
H 0.771 2.890 -2.159 -0.25 0.45 -2.18
H -0.506 0.026 -2.262 0.49 0.43 0.21
H 0.143 -2.900 -1.359 -0.19 0.21 1.13
H -1.614 -2.610 -0.921 0.08 -0.78 0.79
H -0.891 -1.955 -2.212 0.05 0.66 -0.46
```
Positions in Å, forces in eV/Å.

The energy above the lowest of the compared OMol25 structures with the same formula, charge and spin is 23.91 kcal per mole. The calculation puts the HOMO-LUMO gap at 0.336 hartree.

# C9H10N2

A single C9H10N2 molecule at a distorted geometry (the ωB97M-V functional and the def2-TZVPD basis, OMol25).

Structure (XYZ):
```
21
Properties=species:S:1:pos:R:3:forces:R:3
C -2.457 1.499 0.250 -5.45 4.99 -0.29
C -1.356 0.713 -0.126 3.12 -2.32 1.91
C -0.065 1.364 0.077 -6.62 5.40 -3.03
C 1.025 0.747 -0.048 4.41 -6.53 -0.13
N 2.323 1.199 -0.213 1.79 -4.04 1.54
C 3.052 0.045 0.033 -2.51 0.91 -2.33
N 2.276 -1.123 0.173 -0.94 -1.56 0.77
C 0.846 -0.740 0.062 5.96 2.29 -0.01
C -0.311 -1.415 -0.037 0.92 -4.68 3.15
C -1.467 -0.707 -0.127 0.61 3.76 0.03
C -2.732 -1.363 -0.139 -4.10 -0.85 -2.61
H -2.781 1.594 1.479 1.05 -0.47 -3.54
H -3.507 1.356 -0.409 2.66 -0.07 1.94
H -2.125 2.568 -0.146 -1.17 -1.62 1.44
H 0.076 2.466 -0.252 -0.97 -1.32 1.40
H 4.059 -0.092 -0.379 -0.08 0.32 1.06
H 2.629 -2.143 0.481 -0.96 3.51 -1.17
H -0.370 -2.553 0.529 0.23 2.97 -2.39
H -2.507 -2.460 -0.145 -0.88 0.79 -0.18
H -3.508 -1.117 0.633 1.08 -0.11 -0.28
H -3.375 -1.004 -1.190 1.85 -1.38 2.72
```
Positions in Å, forces in eV/Å.

The energy above the lowest of the compared OMol25 structures with the same formula, charge and spin is 105.38 kcal per mole. The calculation puts the HOMO-LUMO gap at 0.324 hartree.

# C9H10N3O2S

A gas-phase ion, C9H10N3O2S (charge +1) at a distorted geometry (the ωB97M-V functional and the def2-TZVPD basis, OMol25).

Structure (XYZ):
```
25
Properties=species:S:1:pos:R:3:forces:R:3
C -0.828 1.365 0.053 -2.28 0.45 0.30
C 2.837 1.802 0.251 -0.91 -3.02 -0.64
C 3.197 0.375 0.415 -3.02 2.43 0.71
C 1.501 2.088 0.058 0.70 0.89 -0.27
C 2.225 -0.534 0.637 2.30 -2.85 0.07
C 0.514 1.061 0.049 0.82 3.38 0.04
C 0.869 -0.256 0.239 1.93 -2.97 0.28
C 0.059 -2.509 0.177 2.33 -1.82 1.62
C -2.626 -0.689 -1.355 1.60 -2.49 0.60
N -1.383 2.561 0.164 3.11 0.48 -0.23
N -3.234 1.384 0.190 -2.06 -0.22 0.22
N 0.034 -1.151 -0.146 -1.05 0.60 0.24
O -2.675 2.563 0.266 -0.72 -0.95 -0.13
O -2.383 -0.733 1.377 0.85 1.00 -0.80
S -2.157 0.134 0.231 -0.99 -1.53 -0.31
H 3.661 2.466 0.207 0.20 1.02 -0.03
H 4.171 0.082 0.499 2.52 -0.48 0.24
H 1.224 3.125 -0.161 -0.18 -0.46 0.32
H 2.691 -1.601 0.892 -1.88 2.16 -0.71
H -0.937 -2.853 0.151 -1.20 -0.61 0.31
H 0.620 -3.200 -0.472 -0.03 0.64 -0.58
H 0.578 -2.771 1.171 -1.04 0.69 -1.02
H -3.086 0.103 -1.896 -0.22 0.26 -0.89
H -1.644 -1.143 -1.697 -1.07 1.39 -0.14
H -3.230 -1.671 -1.300 0.27 1.99 0.82
```
Positions in Å, forces in eV/Å.

The energy above the lowest of the compared OMol25 structures with the same formula, charge and spin is 125.03 kcal per mole. Its total charge is +1. The calculation puts the HOMO-LUMO gap (alpha / beta) at 0.207 / 0.262 hartree.

# C9H10N4S

A single C9H10N4S molecule at a distorted geometry (the ωB97M-V functional and the def2-TZVPD basis, OMol25).

Structure (XYZ):
```
24
Properties=species:S:1:pos:R:3:forces:R:3
C 1.038 2.650 -1.940 -0.71 0.40 -0.64
C 2.191 1.635 -2.024 -2.25 0.20 -0.34
S 1.584 0.044 -1.371 0.37 -0.19 0.14
C 1.609 0.392 0.347 -0.35 -0.51 0.74
N 2.503 1.062 1.031 -0.81 -0.34 0.60
N 2.054 1.018 2.348 0.81 1.08 -0.71
N 0.961 0.391 2.427 0.65 -0.26 1.86
N 0.665 -0.079 1.257 -0.56 -0.46 -1.99
C -0.525 -0.877 1.099 -0.59 0.28 -1.88
C -1.486 -0.363 0.209 -0.35 -1.28 1.72
C -2.617 -1.122 -0.055 0.04 -0.89 0.53
C -2.840 -2.372 0.553 0.68 -0.34 -0.39
C -1.849 -2.876 1.396 -0.04 -0.93 -0.18
C -0.679 -2.159 1.617 0.64 0.68 0.55
H 0.615 2.682 -0.909 0.43 0.23 -0.74
H 1.365 3.646 -2.285 0.16 -0.18 0.61
H 0.200 2.456 -2.649 0.53 -0.45 0.58
H 2.472 1.444 -3.055 0.13 -0.10 -0.01
H 2.993 2.037 -1.478 1.31 -0.03 0.76
H -1.467 0.657 -0.063 0.39 0.82 -0.74
H -3.320 -0.755 -0.756 -0.71 0.39 -0.47
H -3.673 -3.055 0.287 0.43 0.94 0.19
H -1.928 -3.923 1.780 0.01 1.16 -0.20
H 0.132 -2.533 2.233 -0.18 -0.20 -0.02
```
Positions in Å, forces in eV/Å.

The energy above the lowest of the compared OMol25 structures with the same formula, charge and spin is 44.30 kcal per mole. The calculation puts the HOMO-LUMO gap at 0.355 hartree.

Repeat the third record exactly.
# C9H10N3O2S

A gas-phase ion, C9H10N3O2S (charge +1) at a distorted geometry (the ωB97M-V functional and the def2-TZVPD basis, OMol25).

Structure (XYZ):
```
25
Properties=species:S:1:pos:R:3:forces:R:3
C -0.828 1.365 0.053 -2.28 0.45 0.30
C 2.837 1.802 0.251 -0.91 -3.02 -0.64
C 3.197 0.375 0.415 -3.02 2.43 0.71
C 1.501 2.088 0.058 0.70 0.89 -0.27
C 2.225 -0.534 0.637 2.30 -2.85 0.07
C 0.514 1.061 0.049 0.82 3.38 0.04
C 0.869 -0.256 0.239 1.93 -2.97 0.28
C 0.059 -2.509 0.177 2.33 -1.82 1.62
C -2.626 -0.689 -1.355 1.60 -2.49 0.60
N -1.383 2.561 0.164 3.11 0.48 -0.23
N -3.234 1.384 0.190 -2.06 -0.22 0.22
N 0.034 -1.151 -0.146 -1.05 0.60 0.24
O -2.675 2.563 0.266 -0.72 -0.95 -0.13
O -2.383 -0.733 1.377 0.85 1.00 -0.80
S -2.157 0.134 0.231 -0.99 -1.53 -0.31
H 3.661 2.466 0.207 0.20 1.02 -0.03
H 4.171 0.082 0.499 2.52 -0.48 0.24
H 1.224 3.125 -0.161 -0.18 -0.46 0.32
H 2.691 -1.601 0.892 -1.88 2.16 -0.71
H -0.937 -2.853 0.151 -1.20 -0.61 0.31
H 0.620 -3.200 -0.472 -0.03 0.64 -0.58
H 0.578 -2.771 1.171 -1.04 0.69 -1.02
H -3.086 0.103 -1.896 -0.22 0.26 -0.89
H -1.644 -1.143 -1.697 -1.07 1.39 -0.14
H -3.230 -1.671 -1.300 0.27 1.99 0.82
```
Positions in Å, forces in eV/Å.

The energy above the lowest of the compared OMol25 structures with the same formula, charge and spin is 125.03 kcal per mole. Its total charge is +1. The calculation puts the HOMO-LUMO gap (alpha / beta) at 0.207 / 0.262 hartree.